{"formula": "C8H9O5P", "method": "ωB97M-V/def2-TZVPD", "symbols": ["C", "C", "C", "C", "C", "C", "C", "C", "O", "O", "O", "O", "O", "P", "H", "H", "H", "H", "H", "H", "H", "H", "H"], "positions_angstrom": [[-2.4343, 1.9334, -0.1837], [-1.6401, 1.9752, 0.9341], [-2.1779, 0.9316, -1.0924], [-0.5909, 1.0947, 1.1926], [-1.0754, 0.1186, -0.9578], [-0.2411, 0.2755, 0.1268], [0.1794, -2.6276, -0.6140], [1.0274, -0.5219, 0.0902], [2.6169, 1.1304, -1.4086], [3.7432, -0.6454, -0.1109], [2.7747, 1.3905, 1.1774], [1.1305, -1.1158, 1.7226], [1.1077, -1.5997, -0.7271], [2.7893, 0.4702, -0.0760], [-3.4148, 2.4527, -0.3422], [-1.7451, 2.6585, 1.7957], [-2.8880, 0.7477, -1.9705], [0.0279, 1.4376, 1.9756], [-0.9416, -0.7783, -1.7127], [0.0102, -2.9070, 0.3932], [0.5004, -3.4949, -1.1371], [-0.7712, -2.2206, -0.8759], [2.0129, -0.7054, 1.8008]], "orbital_gap_ev": 5.4, "charge": -2, "lumo_energy_ev": 5.632, "e_homo_ev": 0.20, "smiles": "CO[C@](O)(c1ccccc1)P(=O)([O-])[O-]", "multiplicity": 1}


{"formula": "C90H120N20", "method": "ωB97M-V/def2-TZVPD", "symbols": ["N", "C", "C", "C", "C", "C", "H", "H", "H", "H", "H", "N", "C", "C", "C", "C", "C", "H", "H", "H", "H", "H", "N", "C", "C", "C", "C", "C", "H", "H", "H", "H", "H", "N", "C", "C", "C", "C", "C", "H", "H", "H", "H", "H", "N", "C", "C", "C", "C", "C", "H", "H", "H", "H", "H", "N", "C", "C", "C", "C", "C", "H", "H", "H", "H", "H", "N", "C", "C", "C", "C", "C", "H", "H", "H", "H", "H", "N", "C", "C", "C", "C", "C", "H", "H", "H", "H", "H", "N", "C", "C", "C", "C", "C", "H", "H", "H", "H", "H", "N", "C", "C", "C", "C", "C", "H", "H", "H", "H", "H", "C", "C", "C", "C", "N", "H", "H", "H", "H", "H", "H", "H", "C", "C", "C", "C", "N", "H", "H", "H", "H", "H", "H", "H", "C", "C", "C", "C", "N", "H", "H", "H", "H", "H", "H", "H", "C", "C", "C", "C", "N", "H", "H", "H", "H", "H", "H", "H", "C", "C", "C", "C", "N", "H", "H", "H", "H", "H", "H", "H", "C", "C", "C", "C", "N", "H", "H", "H", "H", "H", "H", "H", "C", "C", "C", "C", "N", "H", "H", "H", "H", "H", "H", "H", "C", "C", "C", "C", "N", "H", "H", "H", "H", "H", "H", "H", "C", "C", "C", "C", "N", "H", "H", "H", "H", "H", "H", "H", "C", "C", "C", "C", "N", "H", "H", "H", "H", "H", "H", "H"], "positions_angstrom": [[11.6385, 23.6157, 19.9311], [11.6863, 22.2538, 20.0269], [12.7556, 21.5099, 19.5036], [13.8209, 22.1405, 18.9284], [13.7767, 23.5202, 18.8420], [12.6911, 24.2186, 19.3671], [10.8086, 21.7869, 20.4491], [12.7378, 20.4303, 19.4797], [14.6676, 21.5578, 18.5969], [14.5686, 24.1204, 18.4189], [12.6190, 25.2922, 19.2743], [14.4992, 8.4307, 19.4305], [14.4147, 9.1032, 18.2390], [15.0486, 10.2956, 18.0287], [15.5555, 10.9588, 19.1699], [15.5932, 10.3322, 20.4333], [15.0176, 9.0787, 20.5028], [14.2063, 8.4887, 17.3758], [15.0387, 10.7415, 17.0451], [15.9645, 11.9540, 19.0762], [16.0338, 10.7465, 21.3281], [15.1124, 8.5250, 21.4252], [10.8918, 14.2737, 22.6310], [11.0925, 13.2632, 21.7480], [12.3286, 12.9428, 21.2332], [13.4432, 13.5655, 21.7230], [13.3070, 14.6341, 22.5720], [11.9830, 15.0228, 22.9966], [10.2206, 12.6840, 21.4825], [12.4642, 12.0722, 20.6087], [14.4296, 13.2109, 21.4631], [14.1956, 15.0547, 23.0193], [11.7906, 15.8375, 23.6790], [16.2518, 13.7097, 12.3738], [16.4168, 14.9678, 11.8800], [17.0824, 15.1328, 10.6570], [17.5985, 14.0671, 9.9099], [17.4009, 12.7857, 10.4214], [16.7491, 12.6672, 11.6525], [16.0727, 15.8468, 12.4047], [17.2506, 16.1724, 10.4173], [18.1375, 14.1929, 8.9826], [17.7148, 11.8908, 9.9048], [16.5240, 11.6697, 11.9999], [16.5939, 18.6230, 23.2231], [15.4477, 18.1451, 23.7192], [14.2578, 18.1842, 23.0063], [14.2587, 18.7744, 21.7836], [15.4138, 19.3010, 21.2093], [16.5701, 19.2161, 22.0083], [15.4391, 17.6195, 24.6626], [13.3671, 17.8567, 23.5218], [13.3876, 18.7502, 21.1456], [15.3486, 19.6805, 20.2003], [17.4943, 19.5211, 21.5399], [21.5388, 11.8289, 20.2998], [21.0361, 12.5832, 21.3491], [19.7788, 13.1372, 21.3793], [18.9842, 12.9988, 20.2548], [19.3959, 12.2169, 19.2182], [20.6720, 11.6679, 19.2474], [21.7134, 12.6237, 22.1893], [19.4134, 13.7050, 22.2222], [18.0037, 13.4480, 20.1973], [18.7831, 12.0506, 18.3446], [21.0262, 10.9036, 18.5716], [15.2110, 14.1986, 16.9906], [14.0898, 14.0784, 17.7879], [12.9789, 13.3339, 17.4234], [13.0136, 12.6529, 16.2095], [14.0916, 12.7477, 15.4005], [15.1729, 13.5422, 15.8161], [14.0778, 14.6831, 18.6826], [12.1395, 13.2175, 18.0929], [12.1710, 12.0809, 15.8499], [14.1356, 12.2123, 14.4636], [16.0790, 13.6380, 15.2363], [10.1261, 17.0442, 17.0644], [9.6792, 16.0538, 17.8903], [10.3748, 15.6821, 19.0221], [11.6422, 16.2162, 19.2441], [12.0959, 17.1538, 18.3819], [11.3446, 17.5646, 17.3174], [8.7276, 15.5745, 17.7136], [9.9514, 14.8611, 19.5817], [12.2385, 15.9214, 20.0949], [13.0534, 17.6303, 18.5313], [11.7557, 18.2859, 16.6267], [17.4349, 17.9577, 13.6325], [17.3560, 19.0045, 12.7938], [18.4885, 19.8284, 12.4043], [19.6963, 19.5541, 13.0315], [19.7468, 18.5099, 13.9579], [18.6280, 17.7307, 14.2184], [16.3698, 19.1630, 12.3831], [18.4262, 20.6289, 11.6820], [20.5737, 20.1676, 12.8896], [20.6981, 18.3709, 14.4499], [18.6951, 16.8315, 14.8128], [16.5795, 13.8765, 23.2588], [16.9016, 15.1425, 23.5918], [17.9248, 15.4549, 24.5231], [18.6111, 14.3497, 25.0816], [18.2172, 13.0692, 24.8436], [17.1689, 12.8740, 23.9282], [16.3370, 15.9629, 23.1739], [18.1996, 16.4793, 24.7264], [19.4642, 14.5388, 25.7163], [18.7127, 12.2118, 25.2745], [16.9052, 11.8466, 23.7253], [17.8608, 20.9388, 18.5151], [18.4863, 20.8545, 17.1433], [17.5739, 21.3835, 16.0512], [17.0192, 22.6794, 16.3755], [16.5506, 23.7015, 16.6436], [18.4433, 20.4621, 19.3035], [16.8997, 20.4268, 18.4677], [17.6459, 21.9285, 18.9180], [18.7646, 19.8217, 16.9341], [19.4381, 21.3806, 17.0699], [16.6829, 20.7594, 15.9825], [18.1391, 21.5353, 15.1316], [13.2563, 22.2050, 14.2523], [13.2162, 21.1914, 15.4256], [11.9116, 21.3201, 16.2455], [10.6690, 21.0798, 15.5142], [9.6819, 20.9115, 14.9348], [13.0598, 23.2197, 14.5984], [12.6061, 22.0043, 13.4008], [14.2450, 22.2456, 13.7952], [14.0162, 21.3921, 16.1382], [13.3739, 20.1695, 15.0809], [11.7864, 22.3473, 16.5879], [11.9984, 20.7015, 17.1388], [23.0533, 13.9508, 16.3100], [23.1843, 14.7527, 17.5858], [21.9097, 15.0428, 18.3583], [20.8236, 15.7440, 17.6259], [19.9594, 16.2636, 17.0246], [22.4629, 14.5828, 15.6466], [22.4229, 13.0837, 16.5074], [23.9358, 13.5591, 15.8043], [23.7238, 15.6332, 17.2370], [23.9122, 14.2736, 18.2406], [22.1497, 15.6493, 19.2316], [21.4327, 14.1061, 18.6466], [12.4424, 15.1239, 13.1419], [12.4813, 15.9807, 14.4121], [13.5567, 17.1076, 14.3527], [13.4446, 17.9769, 13.1852], [13.3690, 18.6268, 12.2152], [11.8407, 15.5787, 12.3550], [12.1065, 14.0924, 13.2474], [13.4442, 15.1382, 12.7128], [12.7334, 15.2575, 15.1877], [11.4399, 16.2588, 14.5741], [14.5685, 16.7031, 14.3250], [13.4843, 17.7879, 15.2013], [21.0126, 18.7285, 21.5932], [20.2576, 17.4453, 21.9143], [21.1230, 16.4193, 22.6533], [22.3634, 15.9753, 21.9201], [23.3464, 15.6612, 21.3671], [21.7574, 18.5159, 20.8262], [21.4670, 19.2429, 22.4399], [20.3751, 19.5264, 21.2123], [20.0200, 16.8882, 21.0080], [19.3408, 17.6273, 22.4751], [20.6152, 15.5079, 22.9690], [21.4782, 16.8537, 23.5878], [19.2691, 13.2012, 15.4762], [19.7216, 13.9845, 14.2278], [20.7934, 13.1912, 13.3659], [20.4358, 11.7861, 13.0130], [20.1217, 10.7088, 12.6960], [20.1386, 12.8822, 16.0508], [18.6691, 12.3166, 15.2628], [18.6885, 13.8620, 16.1199], [20.1806, 14.9218, 14.5421], [18.8812, 14.2579, 13.5898], [21.7559, 13.1200, 13.8725], [20.9598, 13.6847, 12.4084], [16.4762, 16.2942, 19.8350], [17.5504, 17.2085, 19.2039], [17.2336, 17.4412, 17.7069], [16.0152, 18.2171, 17.4766], [15.0683, 18.8920, 17.2787], [16.7425, 16.0752, 20.8690], [16.3597, 15.3087, 19.3842], [15.4993, 16.7759, 19.8765], [18.5086, 16.7209, 19.3834], [17.6107, 18.1788, 19.6968], [17.1069, 16.4917, 17.1870], [18.0544, 17.9378, 17.1894], [25.1409, 18.3564, 17.9158], [25.1609, 19.7946, 17.4673], [24.1453, 20.6928, 18.2450], [22.7905, 20.1258, 18.2171], [21.7017, 19.7090, 18.2317], [25.7817, 17.6936, 17.3342], [24.1534, 17.9019, 17.8370], [25.5002, 18.2630, 18.9406], [24.8743, 19.6884, 16.4210], [26.1829, 20.1723, 17.4379], [24.2541, 21.6664, 17.7672], [24.4190, 20.6987, 19.3000], [22.6672, 22.3322, 20.8736], [22.2996, 23.5992, 21.6857], [21.3600, 23.3765, 22.8096], [20.1657, 22.7657, 22.2669], [19.2077, 22.2798, 21.8870], [21.8235, 21.9543, 20.2960], [22.9709, 21.5014, 21.5104], [23.4254, 22.5621, 20.1251], [21.9113, 24.3479, 20.9952], [23.2753, 23.9438, 22.0282], [20.9932, 24.2560, 23.3387], [21.7191, 22.6357, 23.5240], [20.4703, 20.1051, 25.5010], [19.1418, 20.3339, 24.8077], [17.9431, 20.1736, 25.7364], [17.7823, 18.8977, 26.3863], [17.5672, 17.8874, 26.9477], [20.5730, 19.1530, 26.0216], [20.6628, 20.7834, 26.3322], [21.3366, 20.1463, 24.8407], [19.0601, 19.6317, 23.9780], [19.0009, 21.3308, 24.3901], [16.9857, 20.4535, 25.2970], [18.1136, 20.8217, 26.5961]], "orbital_gap_ev": 9.4, "charge": 0, "lumo_energy_ev": -0.019, "e_homo_ev": -9.45, "multiplicity": 1}


For each record above, in turn, the calculated relative energy (zero: lowest compared OMol25 entry of this formula, charge and spin) values are 52.9 0.0 kcal/mol.
For each record above, in turn, the calculated E_tot values are -1027.78761 -4596.38417 hartree.